Record 1
Here is 2 unconnected molecules or ions with the total composition C2H8NOS in a non-equilibrium geometry from the Open Molecules 2025 dataset. Energies are from ωB97M-V/def2-TZVPD.

For the HOMO-LUMO gap, the calculation gives 6.06 eV. Its multiplicity is 1. For the LUMO energy, the calculation gives 3.78 eV. Its total charge is -1.

Last column: Löwdin charge in e.
Atoms and positions in Å:
1 C 1.85 -0.74 -0.11  -0.379
2 C 0.38 -0.36 0.48  -0.838
3 S -0.97 0.25 -0.50  0.116
4 N 1.92 -0.90 -1.56  -0.091
5 H 2.14 -1.56 0.53  0.071
6 H 2.44 0.21 0.07  0.090
7 H 0.40 0.44 1.34  0.035
8 H 0.21 -1.37 0.89  0.005
9 H 1.50 -0.05 -1.92  0.004
10 H 1.45 -1.73 -2.08  0.093
11 H -3.97 2.42 1.51  0.011
12 H -3.42 1.83 0.26  0.018
13 O -3.92 1.54 1.09  -0.136


Record 2
Here is 2 unconnected molecules or ions with the total composition C2H8NOS in a non-equilibrium geometry from the Open Molecules 2025 dataset. Energies are from ωB97M-V/def2-TZVPD.

For the HOMO-LUMO gap, the calculation gives 6.53 eV. Its multiplicity is 1. For the LUMO energy, the calculation gives 4.01 eV. Its total charge is -1.

Last column: Löwdin charge in e.
Atoms and positions in Å:
1 C 0.67 2.21 0.73  -0.662
2 S 0.79 0.91 2.11  -0.042
3 H 1.68 2.53 0.52  -0.032
4 H 0.29 1.73 -0.17  -0.039
5 H -0.03 2.96 1.09  -0.032
6 N 0.57 -1.73 -0.47  0.010
7 C -0.74 -1.46 -0.97  -0.397
8 O -1.66 -0.87 -0.06  -0.097
9 H 1.07 -0.89 -0.21  0.016
10 H 0.52 -2.32 0.35  0.067
11 H -0.59 -0.72 -1.77  0.102
12 H -1.26 -2.28 -1.44  0.098
13 H -1.31 -0.07 0.29  0.009


Record 3
Here is 2 unconnected molecules or ions with the total composition C2H8NPS in a non-equilibrium geometry from the Open Molecules 2025 dataset. Energies are from ωB97M-V/def2-TZVPD.

For the HOMO-LUMO gap (alpha / beta), the calculation gives 7.51 / 7.22 eV. Its multiplicity is 1. For the LUMO energy (alpha / beta), the calculation gives -0.05 / 0.00 eV. Its total charge is 0.

Last column: Löwdin charge in e.
Atoms and positions in Å:
1 C -1.73 1.02 -0.27  -0.421
2 C -0.64 -1.62 -0.66  -0.444
3 N 2.00 0.06 1.12  -0.389
4 P 2.24 -0.42 -0.52  0.698
5 S -1.37 -0.58 0.54  0.689
6 H -2.48 0.76 -1.18  0.088
7 H -0.84 1.45 -0.62  -0.033
8 H -2.20 1.80 0.48  0.075
9 H -0.04 -1.14 -1.38  -0.103
10 H -0.06 -2.39 -0.13  -0.017
11 H 1.26 0.67 1.41  -0.022
12 H 2.10 -0.51 1.96  0.024
13 H 1.74 0.90 -0.75  -0.145


Record 4
Here is 2 unconnected molecules or ions with the total composition C2H8NS from the Open Molecules 2025 dataset. Energies are from ωB97M-V/def2-TZVPD.

For the HOMO-LUMO gap (alpha / beta), the calculation gives 2.56 / 7.04 eV. Its multiplicity is 2. For the LUMO energy (alpha / beta), the calculation gives 6.74 / 6.67 eV. Its total charge is -2.

Last column: Löwdin spin population.
Atoms and positions in Å:
1 S 2.07 -1.45 -0.01  0.026
2 H 2.31 -0.75 1.13  0.001
3 C -1.97 1.91 -0.43  0.512
4 C -0.78 1.04 -0.06  0.046
5 N -1.22 -0.23 0.52  0.011
6 H -2.76 1.33 -0.93  0.116
7 H -1.74 2.76 -1.08  0.135
8 H -2.45 2.26 0.50  0.104
9 H -0.18 1.54 0.71  0.011
10 H -0.06 0.93 -0.87  0.012
11 H -0.44 -0.87 0.71  0.001
12 H -1.81 -0.73 -0.13  0.024


Record 5
Here is a gas-phase ion, C2H8NS (charge +1) in a non-equilibrium geometry from the Open Molecules 2025 dataset. Energies are from ωB97M-V/def2-TZVPD.

For the HOMO-LUMO gap, the calculation gives 9.39 eV. As for the SMILES: [NH3+]CCS. Its multiplicity is 1. For the LUMO energy, the calculation gives -3.95 eV. Its total charge is +1.

Last column: Löwdin charge in e.
Atoms and positions in Å:
1 C -0.74 -0.03 -0.31  -0.231
2 C 0.51 -0.82 -0.46  -0.534
3 S 1.96 -0.11 -1.44  0.697
4 N -0.77 0.85 0.90  0.192
5 H -1.66 -0.66 -0.13  0.156
6 H -0.96 0.64 -1.11  0.118
7 H 0.10 -1.68 -1.14  0.115
8 H 0.95 -1.21 0.50  0.098
9 H 2.89 -0.26 -0.42  -0.114
10 H -1.21 1.77 0.78  0.178
11 H 0.17 1.08 1.13  0.145
12 H -1.24 0.43 1.70  0.182


Record 6
Here is a gas-phase ion, C2H8NS2 (charge +1) in a non-equilibrium geometry from the Open Molecules 2025 dataset. Energies are from ωB97M-V/def2-TZVPD.

For the HOMO-LUMO gap, the calculation gives 9.20 eV. As for the SMILES: [NH3+]CCSS. Its multiplicity is 1. For the LUMO energy, the calculation gives -3.90 eV. Its total charge is +1.

Last column: Löwdin charge in e.
Atoms and positions in Å:
1 N -1.34 -0.65 0.93  0.203
2 C -0.73 0.74 0.57  -0.176
3 C 0.33 0.60 -0.47  -0.553
4 S 1.81 -0.34 0.05  0.407
5 S 2.91 -0.32 -1.61  0.376
6 H -2.33 -0.61 1.17  0.171
7 H -0.78 -1.07 1.68  0.161
8 H -1.22 -1.24 0.11  0.156
9 H -0.26 0.99 1.53  0.127
10 H -1.49 1.48 0.37  0.136
11 H 0.00 0.20 -1.40  0.070
12 H 0.66 1.61 -0.64  0.084
13 H 2.45 -1.39 -2.29  -0.162


Record 7
Here is 2 unconnected molecules or ions with the total composition C2H8O in a non-equilibrium geometry from the Open Molecules 2025 dataset. Energies are from ωB97M-V/def2-TZVPD.

For the HOMO-LUMO gap, the calculation gives 12.47 eV. As for the SMILES: CC.O. Its multiplicity is 1. For the LUMO energy, the calculation gives 0.88 eV. Its total charge is 0.

Last column: Löwdin charge in e.
Atoms and positions in Å:
1 C -0.24 0.71 -0.13  -0.164
2 C -0.55 1.55 1.18  -0.168
3 H 0.72 1.06 -0.57  0.060
4 H -1.04 0.89 -0.86  0.058
5 H -0.16 -0.37 0.06  0.047
6 H -1.47 1.21 1.68  0.055
7 H -0.69 2.60 0.87  0.056
8 H 0.28 1.50 1.90  0.055
9 O 1.17 -2.68 -1.45  -0.091
10 H 0.94 -3.08 -0.58  0.046
11 H 1.05 -3.41 -2.10  0.047


Record 8
Here is 3 unconnected molecules or ions with the total composition C2H8O2 from the Open Molecules 2025 dataset. Energies are from ωB97M-V/def2-TZVPD.

For the HOMO-LUMO gap, the calculation gives 11.03 eV. As for the SMILES: [H][H].CC=O.O. Its multiplicity is 1. For the LUMO energy, the calculation gives 1.08 eV. Its total charge is 0.

Last column: Löwdin charge in e.
Atoms and positions in Å:
1 O 0.13 -6.79 2.00  -0.076
2 H 0.73 -7.02 2.71  0.030
3 H 0.60 -7.02 1.19  0.029
4 H -1.54 -4.60 4.14  0.010
5 C 0.72 3.95 -2.53  -0.320
6 O 1.86 3.72 -2.22  0.034
7 C -0.28 4.48 -1.51  -0.057
8 H 0.40 3.80 -3.57  0.110
9 H 0.33 5.03 -0.80  0.080
10 H -0.83 3.67 -1.01  0.082
11 H -1.03 5.12 -1.99  0.071
12 H -1.10 -4.34 3.59  0.007


Record 9
Here is 3 unconnected molecules or ions with the total composition C2H8O2 in a non-equilibrium geometry from the Open Molecules 2025 dataset. Energies are from ωB97M-V/def2-TZVPD.

For the HOMO-LUMO gap, the calculation gives 10.34 eV. As for the SMILES: C=C.O.O. Its multiplicity is 1. For the LUMO energy, the calculation gives 0.73 eV. Its total charge is 0.

Last column: Löwdin charge in e.
Atoms and positions in Å:
1 C 0.73 0.72 1.94  -0.081
2 C -0.34 -0.01 1.49  -0.076
3 H 0.78 1.29 2.85  0.030
4 H 1.72 0.53 1.46  0.048
5 H -1.42 0.22 1.56  0.062
6 H -0.10 -0.86 0.86  0.011
7 H 1.12 0.81 -2.16  0.050
8 H 0.17 1.59 -1.25  0.013
9 O 0.30 1.34 -2.16  -0.064
10 H -0.66 -1.30 -1.95  0.052
11 H -1.48 -2.49 -1.50  0.047
12 O -0.83 -1.86 -1.14  -0.093


Record 10
Here is a molecular structure, C2H8O2 in a non-equilibrium geometry from the Open Molecules 2025 dataset. Energies are from ωB97M-V/def2-TZVPD.

For the HOMO-LUMO gap, the calculation gives 7.26 eV. Its multiplicity is 1. For the LUMO energy, the calculation gives -1.34 eV. Its total charge is 0.

Last column: Löwdin charge in e.
Atoms and positions in Å:
1 C 0.93 -1.29 -1.12  -0.008
2 C -0.11 -1.48 -0.28  -0.022
3 H 1.05 -0.35 -1.70  0.075
4 H 1.72 -2.01 -1.25  0.074
5 H -1.09 -1.02 -0.48  0.100
6 H -0.09 -2.37 0.34  0.080
7 H -1.49 1.36 2.09  -0.053
8 H 0.57 2.28 -0.13  0.013
9 O -0.92 0.76 1.60  -0.358
10 H 1.05 -0.20 0.42  0.398
11 H -0.48 1.12 0.43  -0.015
12 O 0.19 1.47 -0.54  -0.284


Record 11
Here is 2 unconnected molecules or ions with the total composition C2H8O2 in a non-equilibrium geometry from the Open Molecules 2025 dataset. Energies are from ωB97M-V/def2-TZVPD.

For the HOMO-LUMO gap, the calculation gives 11.04 eV. As for the SMILES: CO.CO. Its multiplicity is 1. For the LUMO energy, the calculation gives 0.68 eV. Its total charge is 0.

Last column: Löwdin charge in e.
Atoms and positions in Å:
1 C 1.99 -0.08 1.39  -0.183
2 O 1.99 1.21 1.97  -0.112
3 H 1.16 -0.68 1.80  0.080
4 H 1.88 -0.07 0.30  0.070
5 H 2.90 -0.64 1.59  0.076
6 H 1.12 1.60 1.85  0.070
7 C -2.11 -0.37 -1.68  -0.162
8 O -1.20 -0.29 -0.58  -0.131
9 H -1.65 -0.63 -2.64  0.074
10 H -2.83 -1.16 -1.51  0.076
11 H -2.60 0.60 -1.77  0.077
12 H -0.66 0.50 -0.73  0.063


Record 12
Here is 2 unconnected molecules or ions with the total composition C2H8O2 in a non-equilibrium geometry from the Open Molecules 2025 dataset. Energies are from ωB97M-V/def2-TZVPD.

For the HOMO-LUMO gap, the calculation gives 11.19 eV. As for the SMILES: CO.CO. Its multiplicity is 1. For the LUMO energy, the calculation gives 0.88 eV. Its total charge is 0.

Last column: Löwdin charge in e.
Atoms and positions in Å:
1 C 0.88 -1.19 1.21  -0.148
2 O 0.91 -2.61 1.02  -0.127
3 H 1.62 -2.83 0.41  0.065
4 H 1.89 -0.81 1.08  0.082
5 H 0.01 -0.78 0.71  0.062
6 H 0.71 -1.01 2.27  0.073
7 C -0.72 1.39 -1.28  -0.158
8 O -1.96 1.42 -0.60  -0.117
9 H -2.27 2.33 -0.55  0.070
10 H -0.06 0.67 -0.78  0.045
11 H -0.19 2.34 -1.19  0.078
12 H -0.82 1.07 -2.31  0.076


Record 13
Here is 2 unconnected molecules or ions with the total composition C2H8O2 in a non-equilibrium geometry from the Open Molecules 2025 dataset. Energies are from ωB97M-V/def2-TZVPD.

For the HOMO-LUMO gap, the calculation gives 10.95 eV. As for the SMILES: CO.CO. Its multiplicity is 1. For the LUMO energy, the calculation gives 0.64 eV. Its total charge is 0.

Last column: Löwdin charge in e.
Atoms and positions in Å:
1 C -0.93 0.98 0.69  -0.130
2 O -1.73 0.02 1.49  -0.187
3 H -1.16 -0.53 2.16  0.119
4 H -0.99 0.64 -0.27  0.015
5 H -1.50 1.93 1.02  0.110
6 H 0.07 1.21 0.98  0.060
7 C 1.08 -0.56 -1.71  -0.199
8 O 1.58 -0.42 -0.46  -0.091
9 H 1.40 -0.93 0.26  0.047
10 H 1.34 -1.36 -2.30  0.035
11 H -0.09 -0.74 -1.62  0.106
12 H 1.26 0.42 -2.27  0.114


Record 14
Here is 3 unconnected molecules or ions with the total composition C2H8O3 in a non-equilibrium geometry from the Open Molecules 2025 dataset. Energies are from ωB97M-V/def2-TZVPD.

For the HOMO-LUMO gap, the calculation gives 10.17 eV. As for the SMILES: C=CO.O.O. Its multiplicity is 1. For the LUMO energy, the calculation gives 0.73 eV. Its total charge is 0.

Last column: Löwdin charge in e.
Atoms and positions in Å:
1 C -2.02 0.11 -0.36  0.011
2 C -1.17 -0.86 -0.67  -0.290
3 O -0.09 -1.29 0.05  -0.054
4 H -2.86 0.26 -1.04  0.049
5 H -2.08 0.68 0.55  0.051
6 H -1.23 -1.23 -1.70  0.111
7 H 0.68 -1.01 -0.48  0.054
8 H 2.20 0.65 -1.52  0.064
9 H 2.02 0.58 0.04  0.024
10 O 2.06 0.06 -0.78  -0.043
11 H 0.89 1.16 2.60  0.058
12 H 0.43 0.16 1.53  0.028
13 O 1.18 0.73 1.78  -0.063


Record 15
Here is 3 unconnected molecules or ions with the total composition C2H8O3 in a non-equilibrium geometry from the Open Molecules 2025 dataset. Energies are from ωB97M-V/def2-TZVPD.

For the HOMO-LUMO gap, the calculation gives 10.43 eV. As for the SMILES: CC=O.O.O. Its multiplicity is 1. For the LUMO energy, the calculation gives 0.60 eV. Its total charge is 0.

Last column: Löwdin charge in e.
Atoms and positions in Å:
1 O -2.54 0.21 -0.49  0.056
2 C -2.06 -0.88 -0.48  -0.339
3 C -0.78 -1.42 0.07  -0.054
4 H -2.72 -1.71 -0.86  0.111
5 H 0.04 -1.66 -0.59  0.076
6 H -0.96 -2.44 0.44  0.076
7 H -0.39 -0.91 0.96  0.073
8 H 2.28 2.16 -1.70  0.002
9 H 2.41 0.59 -1.91  0.027
10 O 1.90 1.32 -1.58  -0.019
11 H 1.33 1.48 1.42  0.023
12 H 0.35 1.90 2.37  0.029
13 O 1.15 1.36 2.36  -0.061


Record 16
Here is 3 unconnected molecules or ions with the total composition C2H8O4 in a non-equilibrium geometry from the Open Molecules 2025 dataset. Energies are from ωB97M-V/def2-TZVPD.

For the HOMO-LUMO gap, the calculation gives 10.35 eV. As for the SMILES: CC(=O)O.O.O. Its multiplicity is 1. For the LUMO energy, the calculation gives 0.08 eV. Its total charge is 0.

Last column: Löwdin charge in e.
Atoms and positions in Å:
1 O -0.47 0.35 0.99  0.098
2 C -0.49 0.40 -0.17  -0.650
3 O -0.36 -0.65 -0.94  0.055
4 C -0.25 1.70 -0.88  0.025
5 H -0.84 -1.54 -0.59  0.117
6 H 0.09 2.45 -0.29  0.042
7 H -1.27 2.12 -0.98  0.110
8 H 0.26 1.51 -1.74  0.059
9 H -0.02 -3.11 0.64  0.182
10 H -0.03 -3.34 -1.00  0.079
11 O -0.62 -3.06 -0.27  -0.090
12 H 0.97 1.37 1.46  -0.018
13 H 2.26 0.97 0.78  0.055
14 O 1.82 1.72 1.22  -0.064


Record 17
Here is 3 unconnected molecules or ions with the total composition C2H8OS in a non-equilibrium geometry from the Open Molecules 2025 dataset. Energies are from ωB97M-V/def2-TZVPD.

For the HOMO-LUMO gap, the calculation gives 5.79 eV. Its multiplicity is 1. For the LUMO energy, the calculation gives -2.41 eV. Its total charge is 0.

Last column: Löwdin charge in e.
Atoms and positions in Å:
1 O -0.34 -2.39 0.00  -0.091
2 H -0.93 -1.73 0.36  -0.005
3 H 0.57 -2.18 0.22  -0.013
4 H 2.35 -0.49 -2.11  0.022
5 C -0.86 1.05 -0.23  0.076
6 C -0.33 1.18 1.06  -0.783
7 S 1.18 0.27 1.45  0.444
8 H -0.62 0.15 -0.81  0.061
9 H 1.63 -0.45 -2.32  0.009
10 H -1.41 1.81 -0.76  0.081
11 H -1.03 0.58 1.67  0.120
12 H -0.22 2.20 1.45  0.080


Record 18
Here is 2 unconnected molecules or ions with the total composition C2H8OS in a non-equilibrium geometry from the Open Molecules 2025 dataset. Energies are from ωB97M-V/def2-TZVPD.

For the HOMO-LUMO gap, the calculation gives 10.77 eV. As for the SMILES: CCO.S. Its multiplicity is 1. For the LUMO energy, the calculation gives 1.01 eV. Its total charge is 0.

Last column: Löwdin charge in e.
Atoms and positions in Å:
1 S 0.23 5.01 -5.28  0.452
2 H 0.20 4.95 -3.94  -0.225
3 H 1.57 5.08 -5.29  -0.227
4 C -0.26 -1.17 1.05  -0.309
5 O 1.15 -1.25 0.83  -0.086
6 C -0.67 -2.16 2.13  -0.102
7 H -0.45 -0.22 1.58  0.102
8 H -0.82 -1.20 0.12  0.109
9 H 1.44 -1.86 1.52  0.064
10 H -0.01 -2.14 3.00  0.075
11 H -1.65 -1.85 2.50  0.075
12 H -0.72 -3.18 1.77  0.071


Record 19
Here is 2 unconnected molecules or ions with the total composition C2H8OS in a non-equilibrium geometry from the Open Molecules 2025 dataset. Energies are from ωB97M-V/def2-TZVPD.

For the HOMO-LUMO gap, the calculation gives 10.00 eV. As for the SMILES: CCS.O. Its multiplicity is 1. For the LUMO energy, the calculation gives 0.90 eV. Its total charge is 0.

Last column: Löwdin charge in e.
Atoms and positions in Å:
1 C 1.13 -0.43 -0.59  -0.185
2 C 1.20 -1.95 -0.70  -0.612
3 S 2.91 -2.54 -1.04  0.663
4 H 0.26 -0.14 0.00  0.070
5 H 1.22 0.07 -1.55  0.073
6 H 1.94 -0.12 0.02  0.039
7 H 0.83 -2.47 0.19  0.058
8 H 0.59 -2.33 -1.51  0.055
9 H 2.73 -2.73 -2.35  -0.161
10 H -4.25 4.70 3.12  0.032
11 H -4.05 3.55 2.15  0.028
12 O -4.51 4.38 2.25  -0.059


| no. | E (Ha) |
| --- | --- |
| 1 | -609.16610 |
| 2 | -609.19873 |
| 3 | -875.15404 |
| 4 | -533.81559 |
| 5 | -533.65941 |
| 6 | -931.86702 |
| 7 | -156.22232 |
| 8 | -231.41984 |
| 9 | -231.42051 |
| 10 | -231.25122 |
| 11 | -231.43134 |
| 12 | -231.42563 |
| 13 | -231.38762 |
| 14 | -306.69139 |
| 15 | -306.68236 |
| 16 | -381.93554 |
| 17 | -554.24134 |
| 18 | -554.39094 |
| 19 | -554.40643 |